1.
{"formula": "C15H12FN7O3", "method": "ωB97M-V/def2-TZVPD", "e_homo_ev": -8.881, "spin_multiplicity": 1, "max_force_ev_per_a": 3.5, "smiles": "CCOC(=O)Cc1nnc2c(Nc3ccccc3F)nc3nonc3n12", "orbital_gap_ev": 7.789, "elements": ["O", "F", "N", "N", "N", "N", "N", "O", "O", "C", "C", "C", "C", "C", "C", "C", "C", "C", "C", "C", "C", "N", "N", "C", "C", "C", "H", "H", "H", "H", "H", "H", "H", "H", "H", "H", "H", "H"], "coordinates": [[2.3418, 1.2524, -4.3918], [-3.6936, 2.7499, 3.1769], [-0.5816, -2.9595, 0.1859], [-0.2083, -2.1888, -1.9678], [-0.8561, 2.2249, -0.9545], [-0.9705, -0.7409, 1.1738], [-0.4018, 2.1244, -2.2386], [-0.1962, -3.3472, -1.1410], [2.1411, -0.9252, -3.6467], [1.6719, 0.2727, -4.0501], [-0.6071, -1.6484, 0.1887], [-0.4149, -1.2194, -1.1687], [-0.8340, 1.0048, -0.4752], [-1.1298, 0.5504, 0.8550], [-0.1523, 0.8882, -2.5744], [-2.2115, 0.9123, 5.9562], [-1.2355, 0.1402, 5.2652], [-3.0230, 1.8070, 5.2569], [-1.0628, 0.3251, 3.8885], [-2.8461, 1.9467, 3.8647], [-1.8512, 1.2272, 3.1839], [-0.4588, 0.1352, -1.4657], [-1.6555, 1.4348, 1.8097], [0.1920, 0.5281, -3.9707], [3.9339, -2.2374, -2.7601], [3.5624, -0.9834, -3.5106], [-2.3632, 0.7713, 7.0362], [-0.6255, -0.5878, 5.8019], [-3.7944, 2.3609, 5.7851], [-0.2650, -0.2167, 3.4033], [-2.0891, 2.2796, 1.4624], [-0.0693, 1.3165, -4.6342], [-0.3214, -0.3909, -4.2750], [3.5108, -3.1163, -3.2511], [5.0251, -2.3365, -2.6915], [3.5135, -2.1990, -1.7442], [4.0663, -0.9839, -4.4966], [3.9598, -0.1717, -2.8857]]}

2.
{"formula": "C15H12N4O8Pt", "method": "ωB97M-V/def2-TZVPD", "e_homo_ev": -8.544, "spin_multiplicity": 1, "max_force_ev_per_a": 0.8, "orbital_gap_ev": 7.139, "elements": ["Pt", "O", "C", "O", "C", "C", "C", "C", "C", "C", "O", "N", "O", "O", "N", "O", "O", "H", "H", "C", "C", "O", "N", "C", "C", "C", "C", "C", "C", "N", "H", "H", "H", "H", "H", "H", "H", "H", "H", "H"], "coordinates": [[-0.3462, 0.6893, -0.9096], [2.5993, -2.0179, -1.1784], [1.4719, -1.5785, -1.1505], [1.2961, -0.2777, -1.3159], [0.3071, -2.5117, -0.9558], [0.6234, -3.8628, -0.8714], [-0.3645, -4.8054, -0.6899], [-1.7046, -4.4531, -0.5701], [-2.0060, -3.1234, -0.6545], [-1.0427, -2.1150, -0.8612], [-1.4770, -0.8925, -0.9605], [-3.4073, -2.6956, -0.5329], [-4.0235, -2.5208, -1.5621], [-3.8435, -2.5447, 0.5886], [-0.0056, -6.2221, -0.6221], [-0.9103, -7.0235, -0.4750], [1.1695, -6.5153, -0.7111], [1.6604, -4.1546, -0.9479], [-2.4652, -5.2040, -0.4157], [1.2078, 0.8277, 3.5116], [0.2073, 1.1731, 2.4367], [-0.3618, 0.3262, 1.7796], [0.0309, 2.5165, 2.2333], [-0.7751, 3.0814, 1.1762], [0.0412, 3.5270, -0.0215], [0.3771, 4.8641, -0.1692], [1.1632, 5.2663, -1.2370], [1.5967, 4.3145, -2.1436], [1.2122, 3.0013, -1.9541], [0.4473, 2.6200, -0.9261], [1.0534, -0.2044, 3.8111], [1.1259, 1.4845, 4.3773], [2.2136, 0.9211, 3.0986], [0.5911, 3.1450, 2.7837], [-1.3046, 3.9506, 1.5673], [-1.5299, 2.3420, 0.8952], [0.0180, 5.5812, 0.5562], [1.4306, 6.3072, -1.3578], [2.2152, 4.5725, -2.9901], [1.5085, 2.2115, -2.6312]]}

3.
{"formula": "C15H13GaI2LaNO6S3", "method": "ωB97M-V/def2-TZVPD", "e_homo_ev": [-20.467, -20.468], "spin_multiplicity": 1, "max_force_ev_per_a": 8.1, "charge": 4, "orbital_gap_ev": [3.140, 3.113], "elements": ["I", "I", "Ga", "La", "S", "C", "C", "C", "C", "C", "C", "C", "C", "O", "O", "O", "O", "H", "H", "H", "H", "H", "H", "H", "H", "H", "O", "S", "O", "N", "C", "S", "C", "C", "C", "C", "C", "C", "H", "H", "H", "H"], "coordinates": [[3.2931, -2.7154, -1.0209], [3.2964, 1.8021, -1.1238], [0.8668, 0.7627, -0.8821], [-0.3549, -2.1646, -0.3844], [0.9860, -0.9856, -2.5455], [-2.7431, -1.5112, -1.4301], [-2.6859, -2.2074, 1.1604], [0.4485, -0.4288, -4.2492], [1.2826, 0.7622, -4.7056], [-1.0299, -0.0999, -4.1630], [0.7484, -1.6406, -5.1370], [-1.7488, 0.2257, 0.5484], [-1.2222, 1.0780, -0.6331], [-3.7520, -2.2324, 1.5912], [-3.7881, -1.0867, -1.6788], [-2.0842, 0.6523, 1.6156], [-1.9729, 1.7830, -1.2837], [0.9407, 1.0448, -5.7115], [2.3514, 0.5201, -4.7392], [1.1779, 1.6355, -4.0571], [-1.3745, 0.1606, -5.1771], [-1.2028, 0.7447, -3.4796], [-1.5957, -0.9667, -3.7956], [0.3684, -1.4755, -6.1526], [0.2893, -2.5481, -4.7354], [1.8276, -1.8327, -5.1700], [1.0652, 3.7575, 3.4678], [1.8276, 2.5539, 3.6880], [3.0663, 2.6234, 4.4330], [1.9518, 1.6545, 2.2286], [1.3422, 0.5049, 2.2851], [1.3530, -0.6927, 0.9804], [0.6618, 0.1973, 3.5542], [-0.1586, -0.9012, 3.8930], [-0.8713, -0.8572, 5.0867], [-0.7402, 0.2545, 5.9446], [0.1325, 1.3241, 5.6301], [0.7930, 1.2950, 4.4082], [-0.2272, -1.7448, 3.1991], [-1.5497, -1.6808, 5.3468], [-1.2996, 0.2820, 6.8777], [0.3312, 2.1533, 6.3165]]}

4.
{"formula": "C15H13N3O3S", "method": "ωB97M-V/def2-TZVPD", "e_homo_ev": -7.593, "spin_multiplicity": 1, "max_force_ev_per_a": 17.6, "orbital_gap_ev": 7.232, "elements": ["C", "C", "O", "C", "C", "C", "C", "C", "C", "H", "C", "O", "N", "C", "N", "N", "C", "C", "C", "C", "C", "O", "H", "H", "H", "S", "H", "H", "H", "H", "H", "H", "H", "H", "H"], "coordinates": [[-5.5333, -2.5061, -0.0095], [-4.1572, -2.7135, 0.7188], [-3.5374, -1.3890, 1.0497], [-2.9443, -0.8070, 0.1259], [-2.6739, -1.3743, -1.2922], [-2.0154, -0.4699, -1.9310], [-1.5862, 0.7191, -1.3922], [-1.8068, 1.2907, -0.3845], [-2.5974, 0.5005, 0.4830], [-2.7468, 0.7582, 1.5671], [-1.4122, 2.8190, 0.2073], [-2.2180, 3.5987, 0.4043], [0.0296, 2.6787, 0.0725], [1.0866, 2.0949, 0.1317], [2.2689, 2.4342, -0.1197], [3.1261, 1.4735, 0.1076], [2.7615, 0.1436, 0.1105], [3.4791, -0.9344, 0.1264], [4.9851, -0.9322, -0.1005], [5.0803, -2.3819, 0.1133], [3.8338, -3.0170, 0.0032], [2.7948, -1.9924, 0.2800], [3.5716, -3.9251, 0.2041], [5.9929, -2.8775, 0.1264], [5.5966, -0.0798, -0.3507], [1.0453, 0.2745, 0.1616], [0.2839, 3.6403, 0.3610], [-0.8887, 1.6400, -2.2543], [-1.8239, -0.7563, -2.8735], [-2.9987, -2.1940, -1.4344], [-3.5917, -3.2442, 0.1449], [-4.5857, -3.1940, 1.5553], [-6.2523, -1.8454, 0.4809], [-6.0686, -3.5972, -0.3132], [-5.4022, -2.0831, -1.0372]]}

5.
{"formula": "C15H13N3O6S7Sr", "method": "ωB97M-V/def2-TZVPD", "e_homo_ev": -0.552, "spin_multiplicity": 1, "max_force_ev_per_a": 2.7, "charge": -2, "orbital_gap_ev": 4.779, "elements": ["Sr", "S", "S", "S", "S", "C", "N", "C", "C", "N", "C", "S", "C", "C", "C", "C", "C", "N", "H", "H", "H", "H", "H", "H", "H", "H", "H", "O", "S", "O", "O", "C", "C", "C", "C", "C", "C", "S", "O", "O", "O", "H", "H", "H", "H"], "coordinates": [[-0.2605, 0.5857, 2.4778], [-1.9057, 2.8615, 3.7092], [-3.1601, 1.8473, 5.0146], [-3.9243, 0.2439, 4.0196], [-2.4008, -1.1628, 3.8572], [-2.8755, 3.4324, -2.2351], [-2.6007, 2.0275, -2.4136], [-2.0661, 1.4585, -3.5482], [-1.8575, 0.1624, -3.2880], [-2.2567, -0.0820, -1.9755], [-2.7129, 1.1022, -1.3954], [-3.2536, 1.4892, 0.1194], [-2.1008, -1.3545, -1.3613], [-1.9011, -2.4829, -2.1606], [-1.7307, -3.6977, -1.5252], [-1.7832, -3.7579, -0.1429], [-2.0087, -2.5808, 0.5518], [-2.1576, -1.4019, -0.0500], [-3.0745, 3.8744, -3.2118], [-2.0332, 3.9374, -1.7583], [-3.7381, 3.5404, -1.5815], [-1.8769, 2.0259, -4.4417], [-1.4348, -0.5965, -3.9156], [-1.8858, -2.4343, -3.2390], [-1.5579, -4.5901, -2.1152], [-1.6425, -4.6856, 0.3941], [-2.0751, -2.5465, 1.6354], [1.4188, 2.3195, 1.9194], [2.4755, 1.7082, 2.7283], [3.4328, 2.6192, 3.2949], [1.8723, 0.7546, 3.6681], [3.4208, 0.6720, 1.5431], [4.7853, 0.9253, 1.5837], [5.6921, 0.2798, 0.7521], [5.2285, -0.6439, -0.1590], [3.8675, -0.9168, -0.2125], [2.9468, -0.2903, 0.6165], [1.2437, -0.9201, 0.3757], [1.3280, -1.8925, -0.6836], [0.8789, -1.4521, 1.6931], [0.4100, 0.2484, 0.0861], [5.1301, 1.6666, 2.2908], [6.7478, 0.5133, 0.8247], [5.9075, -1.1600, -0.8275], [3.4891, -1.6464, -0.9143]]}

6.
{"formula": "C15H13N8PdS4Te", "method": "ωB97M-V/def2-TZVPD", "s_squared": 2.014, "e_homo_ev": [-3.832, -4.881], "spin_multiplicity": 3, "max_force_ev_per_a": 3.5, "charge": -1, "orbital_gap_ev": [6.172, 5.556], "elements": ["Pd", "S", "S", "S", "S", "N", "C", "N", "C", "N", "Te", "C", "C", "C", "C", "C", "C", "C", "C", "C", "C", "C", "C", "H", "H", "H", "H", "H", "H", "H", "H", "H", "H", "N", "N", "N", "C", "N", "N", "H", "H", "H"], "coordinates": [[-0.4155, 0.1877, -2.4310], [-0.5313, 2.3322, -3.3153], [-2.1894, 2.5806, -4.4000], [-2.6805, 0.7307, -5.2956], [-1.2552, -0.6141, -4.7329], [-0.1702, -1.9067, -1.8262], [-0.3639, -2.7526, -1.0402], [-0.4403, -3.8266, -0.2723], [-1.3651, -3.9502, 0.6428], [-2.1538, -4.2250, 1.4531], [-0.0795, 1.5846, -0.2476], [0.5025, 0.5137, 1.4767], [0.8740, 1.1454, 2.6938], [1.1808, 0.3349, 3.7977], [1.0829, -1.0682, 3.7513], [0.6987, -1.6213, 2.5269], [0.4244, -0.8622, 1.3879], [1.9576, 2.2967, -0.4828], [2.1581, 3.6369, -0.7302], [3.4702, 4.1878, -0.8330], [4.4828, 3.3191, -0.6573], [4.2885, 1.9679, -0.3993], [3.0310, 1.4128, -0.3551], [0.8240, 2.2341, 2.6692], [1.3989, 0.8529, 4.7100], [1.3059, -1.5927, 4.6366], [0.6552, -2.6298, 2.3944], [0.1213, -1.2833, 0.4790], [1.3116, 4.3425, -0.7896], [3.5553, 5.2321, -0.9420], [5.4570, 3.7549, -0.7451], [5.1960, 1.2935, -0.3456], [2.9284, 0.3510, -0.1822], [-4.8070, -3.0056, 0.8851], [-4.1676, -2.1418, -0.0316], [-3.6872, -2.5395, -1.1994], [-3.2249, -1.3658, -1.6810], [-3.5188, -0.3421, -0.8885], [-4.1335, -0.8827, 0.1723], [-4.1159, -3.8015, 1.0022], [-4.9214, -2.5729, 1.7726], [-2.6841, -1.3073, -2.6281]]}